Entry 1:
{
  "formula": "C5H12O2S",
  "method": "wB97M-V/def2-TZVPD",
  "lumo_energy_ev": [-0.597, -1.083],
  "homo_lumo_gap_ev": [8.43, 6.39],
  "total_charge": 0,
  "symbols": ["S", "O", "O", "C", "C", "C", "C", "C", "H", "H", "H", "H", "H", "H", "H", "H", "H", "H", "H", "H"],
  "positions_angstrom": [[-2.20, -0.42, -0.92], [0.22, 2.05, -0.62], [-0.72, -1.23, 1.96], [-0.59, -0.14, -0.45], [-0.29, 1.11, 0.32], [0.52, -0.92, -1.06], [1.78, -0.96, -0.22], [-1.50, 1.63, 1.08], [-2.30, 1.91, 0.39], [0.18, -1.93, -1.30], [2.23, 0.02, -0.14], [1.53, -1.32, 0.78], [-0.99, -2.14, 1.82], [-1.22, 2.50, 1.67], [-1.98, -1.58, -1.56], [0.75, -0.41, -2.02], [0.49, 0.86, 1.06], [-1.83, 0.85, 1.75], [0.27, 2.90, -0.18], [2.51, -1.64, -0.67]]
}

---

Entry 2:
{
  "formula": "C5H12O3",
  "method": "wB97M-V/def2-TZVPD",
  "lumo_energy_ev": 0.620,
  "homo_lumo_gap_ev": 11.35,
  "total_charge": 0,
  "smiles": "CCCCC(=O)O.O",
  "symbols": ["O", "O", "O", "C", "C", "C", "C", "C", "H", "H", "H", "H", "H", "H", "H", "H", "H", "H", "H", "H"],
  "positions_angstrom": [[-1.40, -1.79, 1.16], [0.43, -0.80, 1.98], [2.30, 1.08, 1.48], [-1.05, -0.07, -1.17], [0.16, 1.46, -2.85], [-0.89, 0.36, 0.31], [0.23, 0.22, -1.96], [-0.49, -0.78, 1.20], [-0.39, 2.29, -2.39], [-0.22, 1.21, 0.39], [-0.96, -2.65, 1.21], [-1.40, -1.09, -1.24], [1.17, 1.80, -3.00], [-0.36, 1.32, -3.79], [3.24, 0.88, 1.50], [-1.88, 0.52, -1.54], [1.10, 0.19, -1.30], [-1.83, 0.72, 0.72], [1.81, 0.25, 1.70], [0.44, -0.60, -2.66]]
}

---

What did we get for energy above the lowest of the compared OMol25 structures with the same formula, charge and spin? Answer: 87.5 9.8 kcal per mole, in the order shown.